13
Properties=species:S:1:pos:R:3:lowdin_charge:R:1 method="wB97M-V/def2-TZVPD" multiplicity=1 de_lowest_ev=0.2816 total_charge=+1 mol_weight_g_mol=74.103 smiles="[NH3+]CCC=O"
C -0.33161 1.55762 -0.07398 -0.226
C 0.69741 0.49506 -0.49655 -0.112
H 1.28241 0.83775 -1.33396 0.118
H 1.30934 0.44398 0.41290 0.131
H -1.08712 -0.77580 -0.58581 0.134
H -0.28622 -2.61904 0.32749 0.174
O -1.03722 1.33562 0.87171 0.076
H 0.37907 -1.40768 1.23341 0.170
N 0.41173 -1.87285 0.32300 0.205
H 0.16269 -1.26256 -1.69656 0.132
H -0.38518 2.51787 -0.59839 0.137
C -0.00935 -0.83332 -0.72312 -0.115
H 1.32731 -2.29745 0.17417 0.176

=====

13
Properties=species:S:1:pos:R:3:lowdin_charge:R:1 method="wB97M-V/def2-TZVPD" multiplicity=1 de_lowest_ev=7.5457 total_charge=+1 mol_weight_g_mol=74.103
H -0.84805 -1.29763 -0.44175 0.118
H 1.14970 2.54883 0.92735 0.103
H -0.70429 0.96140 1.54687 0.175
C 0.93983 1.93101 0.06333 0.207
H 0.38162 0.13499 -1.04927 0.112
C 0.37595 0.72646 0.00257 -0.112
H -0.01391 -2.05794 1.03984 0.177
N -0.46935 0.16285 0.96804 0.114
O -0.00239 -1.22259 -1.68350 -0.200
C -0.78189 -1.24692 0.79803 0.029
H 0.04175 -1.28469 -2.65270 0.055
H 1.73663 2.15201 -0.63254 0.106
H -1.80560 -1.50780 1.11372 0.115

=====

13
Properties=species:S:1:pos:R:3:lowdin_charge:R:1 method="wB97M-V/def2-TZVPD" multiplicity=1 de_lowest_ev=6.1374 total_charge=+1 mol_weight_g_mol=74.103
N 1.33670 -0.42370 0.06759 0.325
C -0.75123 -0.18591 1.04275 -0.081
C -1.73893 -0.33548 0.15735 0.124
H 2.32446 -0.46827 0.37409 0.160
H -0.89760 -0.52498 2.06675 0.127
H 0.46089 1.38883 0.16101 0.197
H 0.63669 0.17306 -2.88639 0.082
H 0.85510 -0.20594 -1.21381 -0.037
O 0.30853 0.23374 -1.97708 -0.031
H 1.00156 0.80698 1.79875 0.144
H -2.57772 -0.95658 0.45057 0.102
C 0.61736 0.50519 0.82359 -0.188
H -1.57581 -0.00694 -0.86516 0.076

=====

14
Properties=species:S:1:pos:R:3:lowdin_charge:R:1 method="wB97M-V/def2-TZVPD" multiplicity=1 de_lowest_ev=1.4419 total_charge=-1 mol_weight_g_mol=90.102
H 1.22018 -0.09906 -1.67502 0.082
O -0.25786 -1.24060 -2.46667 -0.142
H 2.48414 -0.21683 2.05882 0.057
H 1.68350 1.35751 2.24154 0.059
N -0.52304 0.24244 -0.70047 -0.128
H -2.14179 -0.82836 0.07676 0.062
H -2.35479 -0.43513 -1.63515 0.049
H 2.00138 0.69143 0.63508 0.058
O 0.44585 -0.18779 1.72612 -0.188
H -2.49668 0.83301 -0.38647 0.048
C 0.15722 -0.40314 -1.64171 -0.527
C -1.94924 -0.06532 -0.69297 -0.195
C 1.69484 0.42754 1.65187 -0.236
H 0.03630 -0.07571 0.80827 0.002

=====

14
Properties=species:S:1:pos:R:3:lowdin_charge:R:1 method="wB97M-V/def2-TZVPD" multiplicity=1 de_lowest_ev=3.5295 total_charge=-1 mol_weight_g_mol=90.102
C -0.78484 -1.19249 -0.69033 -0.651
H 1.19739 0.91327 -0.63388 0.037
H 2.25694 2.42122 -0.14032 0.032
H -2.55914 -1.52757 -1.59377 0.017
N -1.68790 -2.05095 -1.53514 -0.065
H 0.18371 -1.75361 -0.68806 0.070
C 1.57892 1.61935 0.11383 -0.009
C 1.17852 1.49297 1.37076 -0.309
H 1.37297 2.28770 2.09172 0.086
O 0.59232 0.37314 1.88650 -0.020
H -1.20278 -1.32279 0.33697 0.062
O -0.67572 0.07539 -1.08120 -0.349
H 0.49805 0.49591 2.83586 0.081
H -1.30937 -1.97166 -2.47784 0.017

=====

14
Properties=species:S:1:pos:R:3:lowdin_charge:R:1 method="wB97M-V/def2-TZVPD" multiplicity=1 de_lowest_ev=2.8834 total_charge=-1 mol_weight_g_mol=90.102 smiles=N[C@@H](C[O-])CO
H 0.13716 -1.79281 0.51056 0.105
C -0.38388 0.66238 1.36319 -0.551
H -0.81691 1.70560 1.33286 0.073
O 0.59461 0.54280 2.25456 -0.342
O 0.86783 -1.62947 -1.43162 -0.107
H -1.64755 0.85400 -1.00117 0.054
H -0.38925 1.61501 -1.56622 0.040
H 1.02684 0.98320 -0.07819 0.119
N -0.66766 0.69617 -1.27299 0.015
H 1.68790 -1.00349 0.35030 0.103
C 0.14207 0.33290 -0.09506 -0.393
H -0.01247 -1.79004 -1.75319 0.048
C 0.70998 -1.09768 -0.11101 -0.242
H -1.24868 -0.07859 1.49798 0.080

=====

15
Properties=species:S:1:pos:R:3:lowdin_charge:R:1 method="wB97M-V/def2-TZVPD" multiplicity=1 de_lowest_ev=2.6694 total_charge=0 mol_weight_g_mol=121.076
O -0.65762 -2.20210 -2.39941 -0.289
H -0.41120 -2.87679 -0.20875 0.036
H -1.05659 0.38722 2.39476 0.069
C 0.35871 0.64916 0.75943 -0.489
C -0.41365 1.12810 1.90608 -0.096
H 1.21406 1.52282 -1.11371 0.046
P 0.59141 -1.70047 -1.42270 0.890
H 1.36821 0.15614 0.75285 0.122
H 0.22885 1.71658 2.66039 0.105
H -0.39471 -2.12972 -3.30725 0.023
C 0.37653 1.47459 -0.51929 -0.215
O 0.49027 -2.61804 -0.17232 -0.255
H -0.17569 2.47749 -0.39679 0.117
H -1.17237 1.81526 1.48918 0.073
N -0.34621 0.19978 -0.42247 -0.136

=====

15
Properties=species:S:1:pos:R:3:lowdin_charge:R:1 method="wB97M-V/def2-TZVPD" multiplicity=1 de_lowest_ev=1.2153 total_charge=-1 mol_weight_g_mol=106.101
C 1.29602 -0.91810 0.26236 -0.304
O -1.30708 0.14884 0.01252 -0.039
N 0.58520 -0.18382 1.28058 -0.002
H 2.95154 0.29141 -0.37166 0.020
O -1.17381 -0.47866 -2.64750 -0.045
C -0.67728 0.48640 0.99272 -0.782
H -1.56891 0.25953 -2.90044 -0.066
C 2.08440 -0.11670 -0.81890 -0.142
H -1.35026 -0.63155 -1.69605 0.009
H 1.52421 0.69345 -1.42898 0.097
H 1.26598 0.36471 1.72567 0.074
O -1.04426 1.26301 1.93406 -0.115
H 2.47659 -0.76242 -1.61464 0.050
H 2.08693 -1.71087 0.75928 0.134
H 0.49985 -1.39273 -0.44704 0.112